No. 1
{"formula": "C2H13NO4", "method": "the ωB97M-V functional and the def2-TZVPD basis", "elements": ["C", "C", "N", "H", "H", "H", "H", "H", "H", "H", "O", "H", "H", "O", "H", "H", "O", "H", "H", "O"], "positions_angstrom": [[1.08323, 1.70179, -2.84285], [0.48222, -0.57577, -2.97693], [0.06561, 0.62813, -2.97702], [0.83555, 2.41914, -1.93812], [1.00586, 2.34185, -3.67869], [1.97616, 1.12212, -2.72617], [-0.18240, -1.56487, -2.79019], [1.55306, -0.83949, -2.82870], [1.04674, -0.94149, 3.81567], [1.25306, 0.56481, 3.52821], [1.40286, -0.40211, 3.18396], [-2.11544, 2.11904, 3.08228], [-2.39174, 0.56898, 3.06783], [-2.15215, 1.25230, 3.63019], [1.00688, -3.74695, 1.49681], [0.36159, -2.38563, 1.37472], [0.24058, -3.33699, 1.03552], [-1.82853, -0.25537, 0.04399], [-1.66024, 0.59382, -1.22706], [-1.98290, 0.73669, -0.27346]], "forces_ev_per_angstrom": [[-1.9, -0.6, 2.1], [-0.6, -1.4, 1.6], [-0.4, -0.4, 0.1], [0.5, -1.8, -1.4], [0.3, 0.5, -1.2], [1.3, 0.7, 0.1], [0.9, 2.6, -0.9], [-0.2, 0.3, -0.3], [-1.7, -2.2, 2.7], [0.2, -2.7, -1.0], [1.5, 4.8, -1.9], [-0.1, -2.6, 1.1], [-0.6, -1.9, -2.1], [0.8, 4.5, 1.0], [-0.6, 0.0, -0.4], [-0.6, -1.4, -0.8], [1.1, 1.4, 1.2], [-0.4, 2.8, -0.4], [-0.5, 0.7, 1.7], [1.0, -3.4, -1.3]], "multiplicity": 2, "gap_ev": [2.962, 10.301], "largest_force_ha_per_bohr": 0.1048, "de_lowest_kcal_mol": 44.78, "lumo_energy_ev": [3.73, 3.48], "total_energy_ev": -11961.911, "homo_ev": [0.8, -6.8], "charge": -1}

No. 2
{"formula": "C2H13O5", "method": "the ωB97M-V functional and the def2-TZVPD basis", "elements": ["C", "O", "C", "H", "H", "H", "H", "H", "H", "H", "O", "H", "H", "O", "H", "H", "O", "H", "H", "O"], "positions_angstrom": [[-1.63478, -0.53634, -1.69159], [-0.69925, -1.52065, -2.08739], [-1.00773, 0.54587, -0.96442], [-2.31938, -0.99001, -0.93982], [-2.04921, -0.39535, -2.76033], [-1.62467, 1.52496, -0.71788], [-0.09507, 1.07070, -1.47014], [-0.72565, 0.12039, 0.00736], [2.10141, 1.72673, 0.84954], [1.73832, 0.33682, 1.04218], [1.50475, 1.34576, 1.48580], [0.33644, 2.49165, 1.81725], [-0.83835, 2.25769, 0.88727], [-0.48837, 2.99733, 1.44402], [1.01052, -1.62156, 0.67482], [1.80646, -1.09505, 1.97065], [2.13539, -0.96889, 1.12783], [-0.13900, -1.73712, -1.28997], [0.70210, -3.19635, 0.36623], [0.28607, -2.35659, 0.24859]], "forces_ev_per_angstrom": [[-1.1, -2.1, -2.5], [1.2, -0.3, 0.7], [1.6, 4.9, 0.8], [-0.5, 0.1, -0.9], [-0.4, 0.8, 2.1], [0.4, -2.2, -0.6], [-1.3, -1.5, 0.8], [0.4, 0.4, -0.2], [0.4, 1.3, -0.2], [-0.4, -0.2, 1.8], [0.5, -1.0, -0.9], [-1.5, 0.9, -1.1], [0.4, 1.1, 0.7], [0.7, -1.6, 0.3], [0.1, -1.1, -0.9], [-0.5, -0.2, 3.1], [0.4, 0.2, -3.1], [-0.5, -0.4, -0.4], [0.4, -0.7, 0.0], [-0.3, 1.5, 0.4]], "gap_ev": 9.324, "largest_force_ha_per_bohr": 0.1007, "de_lowest_kcal_mol": 35.62, "lumo_energy_ev": 3.89, "total_energy_ev": -12522.584, "homo_ev": -5.4, "charge": -1}

No. 3
{"formula": "C2H14B2InO2", "method": "the ωB97M-V functional and the def2-TZVPD basis", "elements": ["In", "B", "H", "H", "H", "H", "B", "H", "H", "H", "H", "C", "C", "O", "O", "H", "H", "H", "H", "H", "H"], "positions_angstrom": [[-1.29888, 0.89344, -1.57224], [0.60871, 1.84606, -0.56748], [0.96204, 0.98663, -0.01905], [0.63296, 1.69421, -1.63547], [-0.35221, 2.18236, -0.21000], [1.29618, 2.60852, -0.23540], [-1.97672, 0.85457, 0.64664], [-0.92880, 1.10217, 0.71586], [-2.27321, -0.03637, 0.11508], [-2.41633, 0.79678, 1.63033], [-2.33466, 1.72431, 0.11780], [1.29926, -1.99642, -0.19356], [-0.00785, -1.35029, 0.21009], [-0.20091, -0.20699, -0.54033], [2.41250, -1.50470, 0.48981], [1.51545, -1.90476, -1.25797], [1.23629, -3.06151, 0.02943], [-0.20529, -1.33018, 1.28188], [-0.71722, -2.01055, -0.28884], [0.42110, 0.40726, -0.14359], [2.32751, -1.69464, 1.42698]], "forces_ev_per_angstrom": [[-2.7, 2.9, 0.0], [0.8, 1.7, -0.1], [5.4, 1.8, 3.3], [1.2, -0.4, -4.9], [-2.8, 2.1, 1.3], [2.2, 3.2, 0.3], [-1.1, -0.5, 2.1], [2.4, 0.5, 0.7], [-0.9, -4.3, -1.8], [-2.7, 0.1, 2.9], [-1.8, 4.7, -2.2], [0.6, -0.9, 1.0], [-0.7, -3.7, -1.9], [0.2, -8.4, -1.7], [0.5, 0.9, 0.0], [-0.3, 0.2, 0.0], [-0.4, -0.3, -0.2], [-0.1, 0.7, -0.1], [-0.5, -0.6, 0.9], [0.3, 0.4, 0.2], [0.1, -0.1, 0.1]], "gap_ev": 4.948, "largest_force_ha_per_bohr": 0.1676, "de_lowest_kcal_mol": 142.80, "lumo_energy_ev": -9.00, "total_energy_ev": -12901.171, "homo_ev": -13.9, "charge": 1}